No. 1
ORCA calculation (ωB97M-V/def2-TZVPD) on a molecular structure, C23H23Cl3N5O5SiTi.

Each line ends with the Löwdin charge.
Geometry (Å):
Ti: 0.26 -0.07 -0.92  1.050
C: 1.16 -0.11 -5.04  -0.011
C: 1.52 0.03 -3.59  -0.400
O: 0.57 -0.22 -2.75  -0.141
C: 2.79 0.41 -3.23  -0.006
C: 3.21 0.58 -1.87  -0.295
C: 4.58 1.10 -1.57  -0.024
N: 2.40 0.28 -0.90  -0.031
N: 2.88 0.42 0.40  0.106
C: 1.91 0.37 1.25  -0.413
O: 0.65 0.20 0.88  -0.171
C: 2.21 0.54 2.68  -0.130
C: 1.17 0.74 3.58  -0.005
C: 1.45 0.95 4.93  -0.075
C: 2.77 0.93 5.38  -0.096
C: 3.80 0.71 4.48  -0.089
C: 3.53 0.51 3.14  -0.028
H: 0.62 0.79 -5.35  0.090
H: 0.49 -0.96 -5.17  0.087
H: 2.04 -0.22 -5.66  0.075
H: 3.51 0.62 -4.00  0.099
H: 5.14 1.29 -2.48  0.070
H: 5.13 0.38 -0.95  0.078
H: 4.49 2.01 -0.98  0.088
H: 0.15 0.75 3.22  0.102
H: 0.65 1.12 5.63  0.102
H: 2.98 1.10 6.42  0.096
H: 4.83 0.69 4.83  0.096
H: 4.32 0.36 2.42  0.105
C: -5.44 -1.49 -2.76  -0.199
Si: -4.78 -0.55 -1.25  0.429
C: -5.44 1.22 -1.32  -0.194
C: -5.40 -1.39 0.32  -0.197
C: -2.95 -0.50 -1.26  -0.190
C: -1.74 -0.44 -1.13  -0.152
H: -6.53 -1.55 -2.74  0.019
H: -5.05 -2.51 -2.77  0.024
H: -5.14 -1.00 -3.69  0.022
H: -6.53 1.24 -1.44  0.020
H: -5.00 1.78 -2.15  0.023
H: -5.19 1.76 -0.40  0.017
H: -6.48 -1.51 0.32  0.021
H: -5.12 -0.80 1.19  0.025
H: -4.93 -2.37 0.43  0.013
Cl: -2.16 3.82 -0.71  0.599
C: -1.15 3.14 0.58  -1.492
Cl: -2.08 1.89 1.42  0.630
Cl: -0.77 4.41 1.73  0.602
C: 0.19 2.60 -0.11  -0.728
O: 1.23 3.07 0.28  0.060
O: 0.01 1.82 -1.12  -0.157
N: 2.46 -2.70 0.48  0.197
C: 1.12 -2.46 0.39  -0.454
O: 0.69 -1.89 -0.68  -0.125
C: 0.30 -2.90 1.43  -0.197
C: 0.85 -3.56 2.55  -0.241
N: 1.31 -4.10 3.46  0.129
C: -1.10 -2.69 1.43  -0.203
N: -2.25 -2.58 1.50  0.175
H: 3.03 -2.14 -0.13  0.100
H: 2.83 -2.91 1.39  0.098

Properties
- Kohn-Sham gap: 7.5834 eV
- Charge: -1
- LUMO level: 2.0167 eV
- Relative energy (zero: lowest compared OMol25 entry of this formula, charge and spin): 0.0 kJ/mol
- 2S+1: 1

---

No. 2
ORCA calculation (ωB97M-V/def2-TZVPD) on a molecular structure, C32H36KN7.

Each line ends with the Löwdin charge.
Geometry (Å):
K: -0.08 -0.13 -0.56  0.635
N: 3.83 -3.06 -0.72  0.117
C: 3.99 -1.68 -0.70  -0.306
C: 5.27 -1.17 -0.98  -0.020
C: 5.46 0.20 -0.89  -0.071
C: 4.39 1.00 -0.52  -0.053
C: 3.17 0.40 -0.29  -0.160
N: 2.96 -0.91 -0.38  0.110
C: 2.68 -3.79 -0.85  -0.305
C: 2.76 -5.19 -0.72  -0.015
C: 1.62 -5.94 -0.93  -0.074
C: 0.44 -5.29 -1.25  -0.075
C: 0.46 -3.91 -1.31  -0.158
N: 1.54 -3.17 -1.13  0.124
H: 4.68 -3.59 -0.68  0.140
H: 6.07 -1.82 -1.27  0.104
H: 6.42 0.63 -1.12  0.106
H: 4.49 2.07 -0.42  0.107
H: 2.30 0.99 -0.06  0.036
H: 3.69 -5.66 -0.45  0.107
H: 1.66 -7.02 -0.83  0.108
H: -0.47 -5.84 -1.42  0.099
H: -0.45 -3.36 -1.54  0.070
C: -2.58 2.24 -2.19  -0.095
N: -2.90 1.28 -1.14  -0.274
C: -3.24 1.99 0.08  -0.094
C: -4.01 0.43 -1.58  -0.212
C: -4.14 -0.87 -0.79  -0.201
N: -3.04 -1.81 -1.03  -0.275
C: -3.22 -2.49 -2.30  -0.095
C: -2.96 -2.79 0.04  -0.100
H: -3.41 2.93 -2.39  0.092
H: -2.33 1.71 -3.11  0.086
H: -1.71 2.81 -1.89  0.066
H: -4.25 2.42 0.04  0.093
H: -2.52 2.80 0.21  0.066
H: -3.17 1.34 0.94  0.080
H: -3.86 0.20 -2.63  0.104
H: -4.97 0.97 -1.48  0.124
H: -5.11 -1.33 -1.07  0.125
H: -4.17 -0.64 0.27  0.108
H: -4.15 -3.07 -2.34  0.094
H: -2.38 -3.16 -2.47  0.069
H: -3.24 -1.76 -3.11  0.080
H: -3.81 -3.49 0.03  0.095
H: -2.94 -2.28 1.01  0.083
H: -2.04 -3.36 -0.06  0.060
N: -1.54 -3.67 4.97  0.169
C: -0.94 -2.80 4.51  -0.197
C: -0.23 -1.72 3.97  -0.206
C: -0.02 -0.54 4.71  0.002
C: 0.67 0.49 4.12  -0.031
C: 1.10 0.35 2.81  -0.117
N: 0.88 -0.74 2.08  0.039
C: 0.24 -1.75 2.65  -0.090
H: -0.41 -0.47 5.72  0.124
H: 0.87 1.40 4.66  0.113
H: 1.66 1.13 2.32  0.110
H: 0.10 -2.63 2.04  0.122
C: -0.28 5.38 2.04  -0.104
C: -0.64 4.03 2.20  -0.108
C: -0.30 3.11 1.25  -0.113
C: 0.43 3.46 0.09  -0.239
C: 0.73 2.48 -0.90  -0.202
C: 1.50 2.92 -1.96  -0.189
C: 1.94 4.25 -2.09  -0.112
C: 1.59 5.20 -1.17  -0.071
C: 0.83 4.82 -0.04  -0.186
C: 0.45 5.76 0.94  -0.052
H: -0.58 6.11 2.78  0.095
H: -1.20 3.73 3.07  0.094
H: -0.59 2.07 1.37  0.073
H: 1.81 2.22 -2.73  0.073
H: 2.57 4.53 -2.93  0.090
H: 1.89 6.23 -1.29  0.099
H: 0.75 6.79 0.82  0.104

Properties
- Kohn-Sham gap: 6.1649 eV
- LUMO level: -0.1768 eV
- Relative energy (zero: lowest compared OMol25 entry of this formula, charge and spin): 67.8 kJ/mol
- 2S+1: 1

---

No. 3
ORCA calculation (ωB97M-V/def2-TZVPD) on a molecular structure, C5H10O.

Each line ends with the Löwdin charge.
Geometry (Å):
C: -1.19 1.20 0.13  -0.106
C: -1.09 -0.33 -0.01  -0.185
C: 0.15 -1.01 1.00  -0.049
C: 0.87 -0.86 -0.25  -0.178
C: 1.59 0.32 -0.69  -0.396
O: 2.64 -0.53 -0.71  -0.120
H: -0.51 1.76 -0.53  0.068
H: -0.98 1.50 1.16  0.076
H: -2.21 1.52 -0.11  0.078
H: -1.17 -0.57 -1.10  0.129
H: -1.92 -0.84 0.44  0.090
H: 0.02 -2.03 1.43  0.119
H: 0.25 -0.29 1.81  0.110
H: 0.66 -1.68 -0.92  0.133
H: 1.22 0.76 -1.63  0.113
H: 1.62 1.10 0.10  0.118

Properties
- Kohn-Sham gap: 9.5160 eV
- LUMO level: 0.8600 eV
- Relative energy (zero: lowest compared OMol25 entry of this formula, charge and spin): 401.0 kJ/mol
- 2S+1: 1

---

- Look up the relative energy (zero: lowest compared OMol25 entry of this formula, charge and spin) of the third one.
  401.0 kJ/mol